# 1
{
  "formula": "C5H8N2S",
  "method": "wB97M-V/def2-TZVPD",
  "smiles": "C=C1NC(=S)N[C@H]1C",
  "orbital_gap_ev": 9.1,
  "de_lowest_ev": 0.0000,
  "energy_ha": -703.03002,
  "homo_ev": -8.37,
  "elements": ["C", "C", "N", "C", "S", "N", "C", "C", "H", "H", "H", "H", "H", "H", "H", "H"],
  "positions_angstrom": [[-1.2742, 1.7347, -0.0592], [-0.2443, 0.8986, -0.1367], [1.0927, 1.1984, 0.0900], [1.9337, 0.1362, -0.0969], [3.5752, 0.1396, 0.0999], [1.1469, -0.8936, -0.4789], [-0.2669, -0.5873, -0.4822], [-1.0630, -1.4243, 0.5234], [-1.1567, 2.7685, 0.2193], [-2.2703, 1.3682, -0.2756], [1.4467, 2.1028, 0.3726], [1.5242, -1.8413, -0.6215], [-0.6808, -0.7288, -1.5099], [-0.9812, -2.4799, 0.2911], [-2.1000, -1.1252, 0.5224], [-0.6820, -1.2667, 1.5424]]
}

---

# 2
{
  "formula": "C5H8N2S",
  "method": "wB97M-V/def2-TZVPD",
  "smiles": "NC1=CC(=S)NCC1",
  "orbital_gap_ev": 8.5,
  "de_lowest_ev": 2.4866,
  "energy_ha": -702.93864,
  "homo_ev": -8.04,
  "elements": ["N", "C", "C", "C", "S", "N", "C", "C", "H", "H", "H", "H", "H", "H", "H", "H"],
  "positions_angstrom": [[-1.7770, -1.6047, -0.1030], [-0.6417, -0.7787, -0.0360], [0.5693, -1.0496, 0.6537], [1.8500, -0.2724, 0.1121], [3.4439, -0.8010, -0.2356], [1.4298, 1.1119, -0.0869], [0.0709, 1.5033, 0.2736], [-0.8656, 0.6515, -0.4584], [-2.5639, -1.4680, -0.7688], [-1.4903, -2.6193, -0.2657], [0.8942, -2.0837, 1.1240], [2.0243, 1.8543, -0.0873], [0.0007, 2.5403, 0.0182], [0.0325, 1.6226, 1.3936], [-1.8706, 0.5852, 0.0545], [-1.1065, 0.8082, -1.5880]]
}

---

# 3
{
  "formula": "C5H8N2S",
  "method": "wB97M-V/def2-TZVPD",
  "smiles": "C=NN1CCCC1=S",
  "orbital_gap_ev": 8.6,
  "de_lowest_ev": 2.4985,
  "energy_ha": -702.93820,
  "homo_ev": -8.20,
  "elements": ["C", "N", "N", "C", "C", "C", "C", "S", "H", "H", "H", "H", "H", "H", "H", "H"],
  "positions_angstrom": [[-2.6281, 1.1814, -0.0231], [-1.3833, 1.2978, 0.1657], [-0.4349, 0.3677, -0.0724], [0.9520, 0.9621, -0.1079], [1.8876, -0.2995, -0.1367], [0.8591, -1.4608, 0.1885], [-0.4795, -0.9782, -0.1067], [-1.8052, -1.9280, -0.0429], [-3.2100, 2.0348, 0.2313], [-2.9980, 0.2624, -0.5747], [1.1344, 1.6030, 0.9130], [1.0508, 1.6343, -1.0163], [2.6652, -0.0609, 0.7140], [2.3182, -0.5517, -1.1081], [1.0995, -2.3643, -0.3314], [0.9722, -1.7001, 1.3076]]
}

---

# 4
{
  "formula": "C5H8N2S",
  "method": "wB97M-V/def2-TZVPD",
  "orbital_gap_ev": 8.2,
  "de_lowest_ev": 3.5917,
  "energy_ha": -702.89803,
  "homo_ev": -8.07,
  "elements": ["C", "C", "C", "C", "C", "H", "H", "H", "H", "H", "H", "H", "H", "N", "N", "S"],
  "positions_angstrom": [[-0.7633, -1.7053, -0.1919], [-0.1002, -0.5417, -0.1732], [-0.5435, 0.9865, 0.0950], [0.9527, 1.6856, -0.0022], [1.3454, -0.6482, -0.1581], [-2.5211, -0.5444, 0.3506], [-2.5620, -2.3918, 0.1929], [-0.4825, -2.6930, -0.1448], [-1.4371, 1.6896, -0.6264], [-1.0194, 1.1194, 1.1582], [1.3642, 2.1792, 0.8593], [0.8589, 2.5829, -0.7141], [2.6752, 0.9492, 0.0354], [-2.1952, -1.5191, -0.2036], [1.8181, 0.6088, -0.5065], [2.6099, -1.7578, 0.0297]]
}

---

# 5
{
  "formula": "C5H8N3",
  "method": "wB97M-V/def2-TZVPD",
  "smiles": "C=[N+]=N[C@H]1CC=CN1",
  "orbital_gap_ev": 7.4,
  "de_lowest_ev": 4.7470,
  "energy_ha": -359.18035,
  "homo_ev": -12.33,
  "charge": 1,
  "elements": ["C", "N", "N", "C", "C", "C", "C", "N", "H", "H", "H", "H", "H", "H", "H", "H"],
  "positions_angstrom": [[-2.5376, -0.8246, 0.1889], [-2.1321, 0.3428, 0.1728], [-1.4728, 1.2631, 0.0774], [-0.1166, 0.9968, -0.5893], [1.0496, 1.3447, 0.3533], [1.6996, 0.0089, 0.5844], [1.0958, -0.9552, -0.1525], [0.0805, -0.4109, -0.9543], [-2.5833, -1.4291, 1.0751], [-3.3407, -1.0668, -0.5356], [-0.2485, 1.7333, -1.3847], [0.8143, 1.7266, 1.4585], [1.7691, 2.2416, -0.0593], [2.5674, -0.2492, 1.1599], [1.0476, -1.9733, -0.1708], [-0.4973, -0.9361, -1.6476]]
}

---

# 6
{
  "formula": "C5H8N3",
  "method": "wB97M-V/def2-TZVPD",
  "smiles": "C=CC[C@H]1N=C[NH+]=N1",
  "orbital_gap_ev": 7.0,
  "de_lowest_ev": 4.2057,
  "energy_ha": -359.20024,
  "homo_ev": -13.75,
  "charge": 1,
  "elements": ["C", "C", "C", "C", "N", "C", "N", "N", "H", "H", "H", "H", "H", "H", "H", "H"],
  "positions_angstrom": [[2.3002, 0.6909, 0.1793], [1.5603, -0.2227, -0.4370], [0.3151, -0.8385, 0.0868], [-1.0094, -0.5158, -0.6824], [-2.1504, -1.0930, -0.0099], [-2.8985, -0.0925, 0.3141], [-2.2104, 1.1017, 0.0180], [-1.1253, 0.8750, -0.6336], [3.1648, 1.0389, -0.3395], [1.9272, 1.3011, 0.9816], [1.8062, -0.5787, -1.3178], [0.5824, -1.9588, 0.1554], [0.2122, -0.6117, 1.0577], [-0.8035, -0.8337, -1.6501], [-3.8387, -0.2712, 0.7446], [-2.6216, 1.9812, 0.2902]]
}

---

# 7
{
  "formula": "C5H8N3O4S",
  "method": "wB97M-V/def2-TZVPD",
  "orbital_gap_ev": 7.8,
  "de_lowest_ev": 0.1244,
  "energy_ha": -1058.62578,
  "homo_ev": -4.39,
  "charge": -1,
  "elements": ["C", "C", "C", "C", "C", "N", "N", "N", "O", "O", "O", "O", "S", "H", "H", "H", "H", "H", "H", "H", "H"],
  "positions_angstrom": [[-1.2787, -1.5627, -1.0594], [-2.2122, -1.7537, -0.0598], [-0.3738, -0.9102, 0.8413], [0.8916, -0.7140, -1.2896], [0.9733, 1.6082, 1.4989], [-0.2313, -1.0057, -0.4805], [-1.7815, -1.4187, 1.1627], [-0.8356, 2.3597, -1.8997], [0.2272, 1.9910, -2.4362], [0.5435, -0.2783, 3.3535], [-0.9826, 2.1229, -0.6473], [2.0896, -0.7662, 1.5113], [0.8889, -0.1236, 1.9063], [-1.3535, -1.5602, -2.1842], [-3.1254, -2.3333, -0.1188], [0.7693, -1.2146, -2.1959], [0.8388, 0.5110, -1.4684], [1.9347, -0.6326, -0.7685], [0.3394, 1.8110, 0.5098], [0.5797, 2.1103, 2.3661], [2.0987, 1.7597, 1.4585]]
}

---

# 8
{
  "formula": "C5H8N3O4S",
  "method": "wB97M-V/def2-TZVPD",
  "orbital_gap_ev": [3.9, 4.6],
  "de_lowest_ev": 2.4574,
  "energy_ha": -1058.54004,
  "homo_ev": [-3.31, -3.40],
  "charge": -1,
  "elements": ["C", "C", "C", "C", "C", "N", "N", "N", "O", "O", "O", "O", "S", "H", "H", "H", "H", "H", "H", "H", "H"],
  "positions_angstrom": [[1.3959, 2.6623, -0.2775], [2.3056, 2.6186, 0.7175], [1.4472, 0.6606, 0.5643], [-0.1046, 1.0745, -1.3605], [-0.6526, -2.3185, 0.7518], [0.8638, 1.4112, -0.3842], [2.3578, 1.3307, 1.2152], [-4.2043, -0.8969, 0.6068], [-3.6434, 0.2073, 0.5543], [0.7036, -2.1957, -1.4253], [-3.6273, -1.9739, 0.3213], [1.9621, -3.0574, 0.4046], [1.0228, -1.9980, -0.0011], [1.0433, 3.4972, -0.7997], [2.8752, 3.4321, 1.1716], [-1.1223, 0.9496, -0.8885], [0.0364, 2.0043, -2.0712], [0.0929, -0.0009, -1.7035], [-0.4874, -2.8269, 1.7247], [-1.1780, -1.4405, 0.6300], [-1.0867, -3.1395, 0.2497]]
}

---

# 9
{
  "formula": "C5H8N4",
  "method": "wB97M-V/def2-TZVPD",
  "orbital_gap_ev": 10.0,
  "de_lowest_ev": 0.8895,
  "energy_ha": -414.29946,
  "homo_ev": -9.18,
  "elements": ["C", "C", "C", "C", "C", "H", "H", "H", "H", "H", "H", "H", "H", "N", "N", "N", "N"],
  "positions_angstrom": [[0.1476, 1.3450, -1.0414], [0.8034, -0.0826, -1.1800], [-0.6848, -2.5243, 0.6123], [-0.3015, -0.5461, 0.8662], [-0.1056, 0.8593, 1.2992], [0.9021, 1.9811, -1.4704], [-0.6918, 1.4316, -1.7247], [0.5349, -0.3651, -2.2366], [1.9194, -0.0980, -1.0840], [-0.6616, -3.6035, 0.9231], [-0.6854, 1.2519, 2.1316], [0.9993, 0.8931, 1.5425], [-1.1559, 2.2471, 0.3159], [0.1645, -0.9198, -0.3332], [-0.1260, -2.2181, -0.4908], [-0.8306, -1.5020, 1.5600], [-0.2278, 1.8506, 0.3105]]
}

---

# 10
{
  "formula": "C5H8N4",
  "method": "wB97M-V/def2-TZVPD",
  "smiles": "[H]/N=C1/N[C@H]2C[C@H]2N1N=C",
  "orbital_gap_ev": 9.6,
  "de_lowest_ev": 5.9624,
  "energy_ha": -414.11304,
  "homo_ev": -8.63,
  "elements": ["H", "N", "C", "N", "C", "C", "C", "N", "N", "C", "H", "H", "H", "H", "H", "H", "H"],
  "positions_angstrom": [[-1.6418, 0.9816, 0.8785], [-0.9175, 1.7835, 0.2757], [-0.1161, 1.1004, -0.2623], [1.1179, 1.3228, -0.6185], [1.8820, 0.0003, -0.5593], [1.6424, -0.6624, 0.7822], [0.7704, -0.9910, -0.3184], [-0.4087, -0.2779, -0.5077], [-1.5647, -0.9844, -0.3306], [-2.6535, -0.2819, -0.1536], [1.3741, 1.9280, 0.1529], [2.9093, 0.0639, -1.0666], [1.1539, -0.1392, 1.6831], [2.2869, -1.5127, 0.7763], [0.7869, -2.1755, -0.5744], [-3.4065, -1.0693, 0.0428], [-3.2151, 0.9139, -0.2003]]
}

---

# 11
{
  "formula": "C5H8N4O",
  "method": "wB97M-V/def2-TZVPD",
  "smiles": "CCn1nncc1C(N)=O",
  "orbital_gap_ev": 10.0,
  "de_lowest_ev": 2.4399,
  "energy_ha": -489.53929,
  "homo_ev": -9.64,
  "elements": ["C", "C", "N", "N", "N", "C", "C", "C", "N", "O", "H", "H", "H", "H", "H", "H", "H", "H"],
  "positions_angstrom": [[-0.0654, 2.6230, -0.8946], [0.9992, 1.5396, -0.8168], [0.7760, 0.6149, 0.2921], [1.2662, 0.9188, 1.4848], [0.8980, 0.0001, 2.3287], [0.1480, -0.9139, 1.6778], [0.1494, -0.5896, 0.3336], [-0.4601, -1.3132, -0.8125], [-1.5901, -0.8300, -1.3553], [-0.3691, -2.5525, -0.8769], [-1.0675, 2.2022, -1.0594], [-0.0882, 3.2107, 0.0326], [0.1677, 3.2972, -1.7285], [1.0485, 0.9486, -1.7384], [1.9910, 1.9810, -0.6574], [-0.3477, -1.7371, 2.1820], [-1.4859, -0.0653, -2.0092], [-2.1748, -1.7453, -1.5559]]
}

---

# 12
{
  "formula": "C5H8N4P",
  "method": "wB97M-V/def2-TZVPD",
  "orbital_gap_ev": 9.9,
  "de_lowest_ev": 2.3083,
  "energy_ha": -755.28839,
  "homo_ev": -13.58,
  "charge": 1,
  "elements": ["C", "C", "C", "C", "C", "N", "N", "N", "N", "P", "H", "H", "H", "H", "H", "H", "H", "H"],
  "positions_angstrom": [[-1.1211, 0.3797, 1.6501], [-0.8052, -1.2271, -0.7126], [0.4997, 0.2548, -0.1383], [-1.6987, -1.5307, 0.4185], [1.2856, -0.4551, -2.2476], [-1.7727, -0.6089, 1.3684], [1.3209, 0.3622, -1.1094], [0.1831, 0.8669, 0.9441], [0.7894, 2.0702, 1.3860], [-0.1585, -1.7458, -2.1334], [-1.1493, 1.0061, 2.5282], [-2.7383, -1.7548, -0.0225], [-1.3416, -2.4249, 0.8176], [1.1742, -0.0410, -3.2618], [2.2277, -1.0674, -2.1143], [0.2574, 2.8066, 1.0559], [0.9137, 2.2325, 2.3519], [2.1336, 0.8767, -0.7808]]
}

---

# 13
{
  "formula": "C5H8N6O",
  "method": "wB97M-V/def2-TZVPD",
  "smiles": "Nc1cn[nH]c1.On1ccnn1",
  "orbital_gap_ev": 8.8,
  "de_lowest_ev": 3.5344,
  "energy_ha": -598.97540,
  "homo_ev": -8.18,
  "elements": ["N", "C", "C", "N", "N", "C", "H", "H", "H", "H", "H", "O", "N", "C", "C", "N", "N", "H", "H", "H"],
  "positions_angstrom": [[2.9277, 1.9618, 0.0616], [2.3467, 0.6824, -0.1176], [2.7470, -0.5320, 0.4874], [2.0407, -1.5529, 0.0500], [1.1934, -1.0299, -0.8319], [1.3294, 0.3164, -0.9687], [3.3178, 2.0783, 0.9871], [2.2636, 2.7169, -0.1097], [3.5313, -0.6822, 1.2336], [0.5390, -1.6142, -1.3304], [0.7294, 0.9029, -1.6463], [-3.4751, 0.8478, -0.8414], [-2.5070, 0.2113, -0.1284], [-1.7419, -0.7970, -0.5702], [-0.9527, -1.0553, 0.5328], [-1.2850, -0.2122, 1.5255], [-2.2470, 0.5696, 1.1115], [-3.8124, 1.5142, -0.2053], [-1.8167, -1.2123, -1.5647], [-0.1816, -1.8073, 0.6661]]
}

---

# 14
{
  "formula": "C5H8N7",
  "method": "wB97M-V/def2-TZVPD",
  "orbital_gap_ev": 9.9,
  "de_lowest_ev": 0.1479,
  "energy_ha": -578.21423,
  "homo_ev": -13.56,
  "charge": 1,
  "elements": ["C", "C", "C", "C", "C", "N", "N", "N", "N", "N", "N", "N", "H", "H", "H", "H", "H", "H", "H", "H"],
  "positions_angstrom": [[-2.0280, 1.0543, -1.2304], [3.0918, 0.8867, 1.1813], [2.2867, 0.4483, -0.8238], [-0.4428, 0.6644, -0.0444], [-2.2628, -1.2025, -0.2456], [-1.0928, 1.9004, -1.5003], [3.9820, 1.2346, 0.3252], [-0.1053, 1.7039, -0.7086], [3.4083, 1.0879, -0.9283], [-1.6114, 0.0779, -0.3802], [2.0314, 0.2545, 0.5226], [0.8232, -0.2280, 1.0107], [-2.8103, 0.9295, -1.8940], [3.1678, 0.8199, 2.2407], [1.6098, 0.0087, -1.5636], [-3.3179, -1.1659, -0.6162], [-1.6005, -1.9464, -0.6531], [-2.2803, -1.3863, 0.8276], [3.9557, 1.2325, -1.8111], [0.5749, 0.0902, 1.9253]]
}